C3H3O3Zn | ωB97M-V/def2-TZVPD

Calculated values
Kohn-Sham gap (alpha / beta): 6.3 / 3.0 eV
⟨S²⟩: 0.757
relative energy (zero: lowest compared OMol25 entry of this formula, charge and spin): 125.96 kcal/mol

Geometry as ORCA input:
```
! wB97M-V def2-TZVPD RIJCOSX def2/J DEFGRID3
* xyz 0 2
H -4.17672 0.11637 -2.41116
O -6.04165 -1.51395 -2.85521
C -5.42337 -0.87165 -3.64991
O -4.49904 0.06840 -3.38774
O -5.52897 -0.88701 -4.97565
Zn -4.37398 0.74253 -5.42020
H -6.23227 -1.54680 -5.37368
C -3.22717 0.36891 -0.39946
C -3.79837 0.15114 0.68077
H -2.34335 -0.07760 -0.86488
*
```



C3H3OP | ωB97M-V/def2-TZVPD

Calculated values
Kohn-Sham gap: 6.9 eV
relative energy (zero: lowest compared OMol25 entry of this formula, charge and spin): 62.99 kcal/mol

Geometry as ORCA input:
```
! wB97M-V def2-TZVPD RIJCOSX def2/J DEFGRID3
* xyz 0 1
C 0.13146 -0.30152 0.38575
C -0.67483 -0.80102 -0.87219
C 0.40866 0.97500 0.59961
O -1.84801 -1.06255 -0.79247
P 0.71244 -0.78932 -1.85309
H 0.24753 -1.07042 1.13610
H 0.74597 1.32770 1.56286
H 0.27678 1.72214 -0.16657
*
```